Below is 2 unconnected molecules or ions with the total composition C5H7NOS, with properties calculated with ωB97M-V with the def2-TZVPD basis set.

ORCA input file:
```
! RIJCOSX wB97M-V def2-TZVPD def2/J DEFGRID3
* xyz 0 1
C 0.67 -0.98 -1.09
C 0.10 0.17 -0.63
C -0.25 0.04 2.12
C -1.37 -0.68 1.80
C -0.85 1.08 -1.43
H 2.06 -1.51 0.19
H 2.47 -2.16 -1.33
H 0.44 -1.35 -2.18
H 0.11 0.09 3.11
H -1.68 -0.56 0.60
H -2.00 -1.04 2.58
H -1.03 2.11 -1.17
N 1.35 -1.89 -0.36
O -1.62 0.61 -2.30
S 0.83 0.94 0.91
*
```

Properties
* frontier orbital gap: 8.2 eV
* LUMO level: -0.574 eV
* HOMO energy: -8.777 eV

---

Below is a molecular structure, C33H52AsF6InN5O5SSbSi3, with properties calculated with ωB97M-V with the def2-TZVPD basis set.

ORCA input file:
```
! RIJCOSX wB97M-V def2-TZVPD def2/J DEFGRID3
* xyz -1 2
In -0.90 0.34 -0.96
N 1.30 -3.34 0.27
C 0.29 -2.48 -0.05
S 0.09 -1.98 -1.68
N -0.49 -2.20 1.00
N -1.47 -1.35 0.69
C -2.46 -1.28 1.53
C -3.65 -0.58 1.21
C -4.62 -0.37 2.21
C -5.75 0.34 1.96
C -5.99 0.88 0.65
C -5.12 0.68 -0.36
C -3.90 -0.06 -0.15
O -3.12 -0.27 -1.11
H 1.74 -3.83 -0.49
H 1.18 -3.85 1.13
H -2.40 -1.81 2.48
H -4.42 -0.74 3.21
H -6.46 0.53 2.75
H -6.89 1.46 0.48
H -5.27 1.09 -1.35
C 2.89 1.75 -1.22
C 1.55 2.40 -0.90
C 1.76 3.74 -0.20
C 0.69 1.48 -0.02
H 3.49 2.35 -1.90
H 2.74 0.76 -1.66
H 3.46 1.62 -0.29
H 1.03 2.61 -1.85
H 2.24 3.58 0.77
H 0.81 4.24 -0.01
H 2.39 4.41 -0.80
H 0.11 2.06 0.69
H 1.32 0.77 0.53
F -2.01 1.57 1.42
Sb -2.32 2.99 2.67
F -3.02 1.69 3.85
F -0.59 2.69 3.38
F -2.61 4.37 3.93
F -1.60 4.22 1.43
F -4.05 3.24 1.95
C 3.30 1.86 4.13
Si 4.52 0.57 3.57
C 5.73 1.40 2.40
C 5.54 0.06 5.06
As 3.32 -1.10 2.39
Si 2.03 -1.94 4.18
C 0.65 -0.71 4.40
C 1.25 -3.61 3.80
C 2.91 -2.16 5.83
Si 5.03 -2.62 1.88
C 4.40 -4.32 1.40
C 5.82 -1.91 0.34
C 6.37 -2.92 3.17
H 3.80 2.82 4.24
H 2.86 1.60 5.10
H 2.47 1.99 3.43
H 6.33 2.12 2.97
H 5.21 1.94 1.61
H 6.42 0.69 1.92
H 6.09 0.94 5.42
H 6.26 -0.73 4.84
H 4.91 -0.29 5.88
H 0.23 -0.41 3.43
H 0.99 0.20 4.90
H -0.16 -1.14 5.00
H 0.44 -3.49 3.08
H 0.82 -4.00 4.73
H 1.97 -4.35 3.43
H 3.02 -1.20 6.34
H 3.90 -2.60 5.72
H 2.31 -2.82 6.47
H 3.91 -4.29 0.43
H 3.69 -4.74 2.12
H 5.25 -5.01 1.33
H 5.08 -1.88 -0.46
H 6.67 -2.53 0.01
H 6.18 -0.89 0.48
H 5.94 -3.16 4.15
H 7.02 -2.05 3.28
H 6.99 -3.77 2.85
C 3.05 -0.24 -6.27
C 3.24 -1.23 -5.32
C 2.59 -1.10 -4.09
N 1.80 -0.07 -3.79
C 1.63 0.87 -4.71
C 2.24 0.83 -5.96
H 3.54 -0.31 -7.23
H 3.87 -2.09 -5.51
H 2.71 -1.85 -3.32
H 0.97 1.69 -4.44
H 2.06 1.63 -6.68
O -1.19 1.11 -3.12
C -1.83 2.12 -2.69
O -2.11 2.27 -1.48
C -2.25 3.18 -3.67
C -2.90 4.32 -3.22
C -3.30 5.30 -4.11
C -3.05 5.15 -5.47
C -2.39 4.01 -5.89
C -1.98 3.02 -5.02
N -2.11 3.85 -7.34
O -1.58 2.82 -7.70
O -2.43 4.76 -8.08
H -3.08 4.42 -2.15
H -3.80 6.19 -3.76
H -3.35 5.89 -6.19
H -1.47 2.13 -5.38
*
```

Properties
* frontier orbital gap (spin up / spin down): 7.0 / 5.7 eV
* <S²>: 0.816
* LUMO level (spin up / spin down): 1.427 / -0.160 eV
* HOMO energy (spin up / spin down): -5.610 / -5.836 eV

---

Below is a molecular structure, C30H22BeGeN5Se, with properties calculated with ωB97M-V with the def2-TZVPD basis set.

ORCA input file:
```
! RIJCOSX wB97M-V def2-TZVPD def2/J DEFGRID3
* xyz 2 2
Be -0.76 -1.68 -0.11
Se 4.63 -2.43 -4.66
N 3.18 -1.45 -4.69
C 2.50 -1.73 -3.60
C 1.22 -1.13 -3.27
C 0.55 -0.18 -4.05
C -0.68 0.28 -3.63
C -1.22 -0.17 -2.43
N -0.58 -1.05 -1.66
C 0.62 -1.53 -2.08
C 1.21 -2.51 -1.21
N 0.50 -2.80 -0.10
C 0.98 -3.72 0.74
C 2.18 -4.37 0.52
C 2.92 -4.07 -0.61
C 2.43 -3.12 -1.51
C 3.09 -2.71 -2.73
N 4.23 -3.20 -3.14
H 1.00 0.16 -4.98
H -1.24 1.00 -4.22
H -2.18 0.19 -2.08
H 0.38 -3.94 1.62
H 2.53 -5.11 1.23
H 3.87 -4.55 -0.82
C 2.21 -0.43 1.53
Ge 0.32 0.09 1.33
C -0.52 0.40 3.09
C -1.41 -0.47 3.70
C -1.93 -0.17 4.95
C -1.57 1.01 5.59
C -0.69 1.89 4.97
C -0.16 1.59 3.72
C 0.20 1.60 0.09
C 1.37 2.06 -0.48
C 1.37 3.18 -1.32
C 0.19 3.80 -1.63
C -1.04 3.35 -1.09
C -2.27 3.98 -1.41
C -3.45 3.52 -0.88
C -3.45 2.43 0.00
C -2.27 1.81 0.33
C -1.04 2.24 -0.21
H 2.74 0.38 2.04
H 2.69 -0.61 0.57
H 2.31 -1.32 2.15
H -1.70 -1.40 3.22
H -2.61 -0.86 5.43
H -1.98 1.25 6.56
H -0.40 2.81 5.47
H 0.53 2.28 3.26
H 2.31 1.57 -0.27
H 2.30 3.54 -1.73
H 0.18 4.66 -2.30
H -2.26 4.84 -2.07
H -4.38 4.01 -1.13
H -4.38 2.10 0.44
H -2.27 0.97 1.03
N -3.47 -2.10 0.85
C -2.39 -1.98 0.48
H -4.41 -2.20 1.19
*
```

Properties
* frontier orbital gap (spin up / spin down): 6.6 / 5.1 eV
* <S²>: 0.756
* LUMO level (spin up / spin down): -6.757 / -8.399 eV
* HOMO energy (spin up / spin down): -13.372 / -13.460 eV

---

Below is a molecular structure, C3H8MgO3, with properties calculated with ωB97M-V with the def2-TZVPD basis set.

ORCA input file:
```
! RIJCOSX wB97M-V def2-TZVPD def2/J DEFGRID3
* xyz 0 1
O 0.81 -0.67 2.16
C 1.50 0.08 1.20
C 0.60 0.47 0.03
O 0.18 -0.83 -0.53
C -0.39 -0.73 -1.82
Mg -0.87 -0.93 1.29
H 2.35 -0.54 0.82
H 1.91 1.03 1.62
H 1.15 1.02 -0.75
H 0.39 -0.43 -2.53
H -0.83 -1.71 -2.07
H -1.18 0.04 -1.85
O -2.23 0.82 0.71
H -2.48 1.27 1.51
H -0.92 1.09 0.20
*
```

Properties
* frontier orbital gap: 6.9 eV
* LUMO level: -1.084 eV
* HOMO energy: -7.998 eV

---

Below is 4 unconnected molecules or ions with the total composition C2H12NO3, with properties calculated with ωB97M-V with the def2-TZVPD basis set.

ORCA input file:
```
! RIJCOSX wB97M-V def2-TZVPD def2/J DEFGRID3
* xyz 1 1
C -0.65 0.22 -1.45
C -1.20 1.43 -1.41
N -0.89 -0.86 -0.46
H -0.15 -0.14 -2.33
H -1.41 1.85 -2.39
H -1.37 2.03 -0.52
H -1.43 -0.44 0.32
H 0.04 -1.17 -0.09
H -1.44 -1.60 -0.90
H 2.16 -2.47 -0.21
H 2.19 -0.96 0.10
O 1.65 -1.76 0.19
H 2.56 1.37 1.34
H 2.39 1.50 -0.16
O 2.68 0.88 0.52
H -2.96 0.48 2.04
H -1.50 0.84 2.34
O -2.05 0.20 1.87
*
```

Properties
* frontier orbital gap: 11.2 eV
* LUMO level: -3.272 eV
* HOMO energy: -14.505 eV

---

Below is 2 unconnected molecules or ions with the total composition CH4O3S, with properties calculated with ωB97M-V with the def2-TZVPD basis set.

ORCA input file:
```
! RIJCOSX wB97M-V def2-TZVPD def2/J DEFGRID3
* xyz 0 1
C -0.43 1.01 0.28
O -1.18 -1.95 -0.42
O 2.00 0.40 -0.84
O 1.76 -0.47 0.10
S 0.35 -0.46 0.87
H 0.14 1.59 -0.41
H -0.52 1.74 1.12
H -1.34 0.93 -0.20
H -0.77 -2.80 -0.50
*
```

Properties
* frontier orbital gap (spin up / spin down): 8.1 / 8.3 eV
* LUMO level (spin up / spin down): -1.360 / -1.209 eV
* HOMO energy (spin up / spin down): -9.422 / -9.507 eV

---

Below is 2 unconnected molecules or ions with the total composition CH4NO2P, with properties calculated with ωB97M-V with the def2-TZVPD basis set.

ORCA input file:
```
! RIJCOSX wB97M-V def2-TZVPD def2/J DEFGRID3
* xyz 0 3
C 1.12 0.77 -0.15
N -1.67 0.06 -0.03
O -1.57 -1.17 -0.16
O -2.66 0.75 0.01
P 1.33 -0.94 0.12
H 0.90 1.06 -1.18
H 1.25 1.61 0.49
H 0.16 -1.23 -0.56
H 1.13 -0.92 1.45
*
```

Properties
* frontier orbital gap (spin up / spin down): 6.7 / 6.9 eV
* <S²>: 2.011
* LUMO level (spin up / spin down): -0.597 / -2.733 eV
* HOMO energy (spin up / spin down): -7.275 / -9.584 eV

---

Below is a single CHCl3NOP molecule, with properties calculated with ωB97M-V with the def2-TZVPD basis set.

ORCA input file:
```
! RIJCOSX wB97M-V def2-TZVPD def2/J DEFGRID3
* xyz 0 1
O 0.89 1.58 0.30
C -0.25 1.88 0.48
N -1.39 1.15 -0.65
P -2.50 0.18 -0.24
Cl -4.14 0.50 -1.39
Cl -3.25 0.25 1.63
Cl -2.02 -1.86 -0.14
H -0.77 2.51 1.31
*
```

Properties
* frontier orbital gap: 9.6 eV
* LUMO level: -0.543 eV
* HOMO energy: -10.110 eV
* SMILES string: O=CN=P(Cl)(Cl)Cl

---

In the order shown, the computed relative energy (zero: lowest compared OMol25 entry of this formula, charge and spin) values come out to 123.4, 17.3, 3.6, 42.4, 25.9, 177.2, 94.8, 43.6 kcal/mol.